(1)
13
Properties=species:S:1:pos:R:3:forces:R:3 method="wB97M-V/def2-TZVPD" max_force_ev_per_a=4.3 e_homo_ev=-10.73 total_charge=0 e_above_lowest_ev=0.854 e_tot_ev=-33821.26237 gap_ha=0.4129 lumo_ev=0.5
H 1.2810 0.2765 1.3428 0.09 -0.14 -1.66
N 1.6288 -0.1439 0.4368 -1.03 0.25 0.44
C 0.7782 -0.2985 -0.4869 -1.01 2.62 -0.42
C -0.6896 0.1540 -0.5812 0.46 -0.04 2.92
Cl 1.1585 -1.1823 -1.9094 0.81 -0.04 -1.21
H -0.8504 1.1638 -0.1920 0.49 -0.04 0.19
H -1.0431 -0.5395 0.2249 -0.79 0.68 -0.93
H -1.2864 0.1312 -1.4749 0.46 -0.78 -0.58
O 2.0729 -2.7137 0.3389 1.55 -0.13 -0.04
C 0.9647 -2.4192 0.4212 3.00 -3.03 0.71
O -0.1531 -2.4764 0.5844 -4.21 0.50 0.60
Cl 4.0966 1.5710 0.8801 0.27 0.49 0.04
H 3.9928 0.3387 1.1702 -0.10 -0.33 -0.05

***

(2)
9
Properties=species:S:1:pos:R:3:forces:R:3 method="wB97M-V/def2-TZVPD" max_force_ev_per_a=3.8 e_homo_ev="-8.84 / -8.83" total_charge=0 e_above_lowest_ev=7.216 e_tot_ev=-7055.76952 gap_ha="0.3262 / 0.3286" lumo_ev="0.0 / 0.1"
C -1.8987 -0.2997 0.0219 1.59 -0.10 -0.77
N 2.8072 0.2270 0.4082 3.12 0.60 2.13
N -0.7221 -0.3260 0.7262 1.15 0.06 1.52
N 1.8672 0.1367 -0.3105 -2.39 0.36 -1.81
N 0.9283 -0.0250 -0.9012 0.33 -0.12 -0.72
H -1.5984 -0.8377 -0.9458 -1.56 0.42 0.88
H -2.1803 0.7411 -0.1021 -0.51 0.32 -0.63
H -2.5393 -0.7300 0.7799 -1.15 -0.81 -0.48
H 3.3362 1.1137 0.3234 -0.58 -0.72 -0.13

***

(3)
23
Properties=species:S:1:pos:R:3:forces:R:3 method="wB97M-V/def2-TZVPD" max_force_ev_per_a=3.0 e_homo_ev=-13.37 total_charge=+1 e_above_lowest_ev=3.062 e_tot_ev=-23416.98506 gap_ha=0.3586 lumo_ev=-3.6
H -4.6314 -0.4198 1.3907 2.39 0.78 -1.48
N -3.7133 -0.5265 0.8213 -2.43 -0.42 1.29
C -3.0398 0.2070 0.0868 -0.26 2.10 -0.25
Cl -3.1395 2.0381 -0.2209 -0.04 -2.30 0.44
C -1.8336 -0.4462 -0.5793 -0.19 0.80 0.54
N -2.2021 -1.8954 -0.5921 1.77 -2.24 -0.91
C -0.6114 -0.2656 0.3655 -1.24 -0.33 0.27
N 0.3634 0.1589 -0.2640 1.04 0.24 -1.29
C 1.6663 0.5423 0.2250 -0.26 -0.21 1.63
C 2.7843 -0.1274 -0.6303 -3.00 -0.18 0.31
C 1.7405 2.0413 0.1418 1.08 0.03 -1.07
H -1.4607 -0.0078 -1.5261 -0.84 -0.60 0.35
H -2.8026 -2.3732 -1.3173 0.53 1.43 0.44
H -2.7137 -2.0150 0.3088 0.13 -0.09 -0.05
H -1.2804 -2.4175 -0.6315 -1.33 0.39 0.32
H -0.7559 -0.4651 1.4631 0.33 0.17 -0.76
H 1.6025 0.4160 1.3342 1.02 -0.88 -0.54
H 2.3469 -0.1890 -1.6258 -0.37 -0.87 -0.08
H 3.4539 0.6181 -0.8697 2.44 1.20 0.42
H 3.1257 -1.0800 -0.2526 0.37 0.05 -0.09
H 1.6464 2.3820 -0.8787 -0.41 0.25 -0.32
H 2.7112 2.3829 0.4593 0.54 -0.08 0.24
H 1.0603 2.4864 0.8043 -1.27 0.77 0.59

***

(4)
141
Properties=species:S:1:pos:R:3:forces:R:3 method="wB97M-V/def2-TZVPD" max_force_ev_per_a=1.4 e_homo_ev=-12.27 total_charge=+2 e_tot_ev=-201367.47364 gap_ha=0.2552 lumo_ev=-5.3
Ca -0.1315 0.4343 0.3728 -0.08 0.70 -0.69
C -3.6435 0.6139 -1.8428 0.24 -0.04 0.11
P -2.9860 1.1782 -0.2105 -0.88 0.26 -0.45
C -3.8814 0.0240 0.9039 -0.11 0.21 0.34
N -4.8989 0.5306 1.5520 -0.08 0.06 -0.10
C -5.5785 -0.2148 2.4405 0.20 -0.79 0.26
C -6.7172 0.2891 3.0979 -0.13 -0.07 0.14
C -7.3573 -0.4964 4.0183 0.00 0.31 -0.16
C -6.8831 -1.7838 4.3354 0.27 -0.29 -0.08
C -5.7817 -2.3008 3.7094 -0.20 0.04 0.14
C -5.1238 -1.5305 2.7331 -0.30 0.75 -0.10
N -4.0629 -2.0251 2.0744 -0.10 -0.13 -0.02
C -3.4631 -1.3148 1.1584 0.10 -0.01 0.27
P -1.9951 -2.0952 0.3795 -0.58 -0.59 -0.30
C -2.6844 -2.5728 -1.2795 0.26 0.18 0.03
C -1.9777 -3.8119 1.2030 0.21 0.22 0.07
C -0.7430 -4.5281 0.6449 -0.08 0.28 -0.01
C -1.7948 -3.6444 2.7154 -0.04 -0.01 0.03
C -3.2392 -4.6333 0.9253 -0.02 0.23 -0.14
C -3.9531 2.8036 -0.0571 0.13 -0.08 0.17
C -3.2989 3.7678 -1.0483 0.10 -0.28 0.03
C -3.7823 3.3196 1.3726 0.12 -0.23 0.04
C -5.4380 2.6822 -0.3977 0.02 -0.26 -0.03
H -4.6774 0.2843 -1.7350 0.07 0.02 -0.04
H -3.0359 -0.1861 -2.2519 -0.08 0.00 -0.06
H -3.5984 1.4529 -2.5350 0.02 -0.03 -0.05
H -7.0677 1.2790 2.8488 -0.04 0.10 0.00
H -8.2438 -0.1316 4.5136 -0.07 0.07 0.05
H -7.4034 -2.3709 5.0759 -0.06 -0.05 0.07
H -5.4039 -3.2877 3.9265 -0.01 -0.13 0.04
H -3.7608 -2.4047 -1.3239 0.09 -0.04 -0.08
H -2.4848 -3.6309 -1.4342 -0.03 0.03 -0.08
H -2.1796 -2.0206 -2.0719 -0.13 -0.07 -0.04
H 0.1644 -4.0458 1.0037 0.05 -0.04 -0.01
H -0.7220 -4.5342 -0.4452 0.03 -0.07 -0.09
H -0.7348 -5.5609 0.9861 -0.03 -0.12 0.04
H -1.1383 -2.8021 2.9381 0.07 0.02 0.13
H -1.3494 -4.5454 3.1343 0.10 -0.12 0.01
H -2.7517 -3.4756 3.1981 0.14 0.01 0.08
H -3.3136 -4.9575 -0.1080 0.04 -0.08 -0.13
H -4.1306 -4.0675 1.1789 -0.03 -0.15 -0.01
H -3.2224 -5.5287 1.5420 0.09 -0.14 0.11
H -3.5387 3.5081 -2.0774 0.00 0.00 -0.09
H -3.6596 4.7796 -0.8762 -0.05 0.13 0.08
H -2.2178 3.7462 -0.9396 -0.03 0.16 -0.06
H -2.7267 3.4024 1.6335 0.03 0.04 0.07
H -4.2746 2.6474 2.0709 0.00 0.12 0.07
H -4.2334 4.3052 1.4720 -0.01 0.14 -0.04
H -5.5933 2.4896 -1.4550 -0.02 0.01 -0.17
H -5.9340 3.6216 -0.1597 0.00 0.16 0.00
H -5.9128 1.8943 0.1775 -0.10 0.14 -0.06
O 3.4012 3.5972 -0.3904 0.27 0.28 0.12
C 4.7024 3.2948 -0.0750 0.58 -0.51 0.06
C 5.7143 4.2003 0.2133 -0.26 0.24 0.00
C 7.0024 3.7406 0.4278 -0.01 -0.11 -0.05
C 7.2875 2.3888 0.3623 0.05 -0.10 0.01
C 6.2561 1.4793 0.2008 -0.04 0.19 -0.08
C 4.9532 1.9197 0.0165 -0.52 0.41 -0.05
P 3.4819 0.7949 0.0618 0.84 -0.29 0.18
C 3.7227 -0.0241 -1.5711 -0.27 -0.08 0.30
C 4.2748 -1.2695 -1.8430 0.02 0.00 0.04
C 4.3693 -1.7275 -3.1468 0.04 -0.07 -0.08
C 3.8966 -0.9602 -4.1966 -0.08 -0.02 0.00
C 3.3036 0.2649 -3.9352 0.07 0.00 -0.11
C 3.2217 0.7292 -2.6369 -0.02 0.10 0.19
C 4.1034 -0.2143 1.4844 -0.24 -0.06 -0.31
C 5.0120 -1.2668 1.5029 0.01 0.06 0.01
C 5.3974 -1.8448 2.7017 0.20 -0.01 0.10
C 4.9231 -1.3554 3.9056 0.08 0.04 0.05
C 4.0253 -0.3009 3.9069 0.19 0.10 0.16
C 3.6106 0.2461 2.7084 0.04 0.12 -0.13
C 2.9551 4.7159 -1.0332 -0.60 0.30 -0.36
C 3.6818 5.8084 -1.4894 0.37 -0.19 0.12
C 3.0181 6.9096 -2.0053 -0.15 -0.04 -0.01
C 1.6369 6.9380 -2.0691 -0.15 0.01 -0.02
C 0.9167 5.8100 -1.7146 0.18 0.06 -0.06
C 1.5690 4.6775 -1.2496 0.60 -0.55 0.03
P 0.7770 3.0783 -0.8068 -0.65 1.01 -0.34
C -0.0289 3.8032 0.6978 -0.03 -0.33 -0.11
C 0.5180 3.2635 1.8648 -0.05 -0.14 -0.28
C 0.2568 3.8206 3.1056 -0.02 0.18 0.25
C -0.5433 4.9481 3.1957 0.16 -0.19 0.03
C -1.0735 5.5049 2.0427 -0.01 0.08 -0.27
C -0.8129 4.9495 0.8027 -0.10 0.03 0.23
C -0.2640 2.7035 -2.3067 0.23 -0.04 0.27
C -0.2913 1.3342 -2.5967 -0.02 0.07 0.22
C -0.8148 0.8416 -3.7791 -0.02 -0.21 -0.16
C -1.3133 1.7207 -4.7288 0.11 -0.08 0.19
C -1.2760 3.0803 -4.4696 -0.05 0.05 -0.04
C -0.7572 3.5676 -3.2823 -0.07 -0.07 0.08
H 5.5089 5.2527 0.3120 -0.04 0.09 -0.07
H 7.7911 4.4451 0.6390 0.05 0.11 0.01
H 8.3025 2.0418 0.4720 0.10 -0.04 0.06
H 6.4750 0.4230 0.2190 -0.01 -0.09 0.04
H 4.6255 -1.9036 -1.0466 0.06 -0.03 0.02
H 4.8236 -2.6864 -3.3431 0.05 -0.11 -0.02
H 3.9813 -1.3180 -5.2101 0.00 -0.04 -0.12
H 2.9153 0.8607 -4.7463 -0.04 0.10 -0.09
H 2.7688 1.6969 -2.4433 0.04 0.01 0.00
H 5.4511 -1.6447 0.5933 0.02 0.00 -0.03
H 6.1028 -2.6632 2.6944 0.06 -0.07 0.00
H 5.2560 -1.7894 4.8374 0.02 -0.03 0.04
H 3.6657 0.1050 4.8423 -0.05 0.02 0.07
H 2.9090 1.0739 2.7209 -0.03 0.06 -0.02
H 4.7579 5.8120 -1.4677 0.06 0.00 0.07
H 3.5833 7.7608 -2.3512 0.12 0.05 0.01
H 1.1146 7.8189 -2.4120 0.03 0.05 -0.06
H -0.1571 5.8363 -1.8025 -0.04 0.00 0.00
H 1.2246 2.4381 1.7783 -0.02 0.01 0.07
H 0.6976 3.3947 3.9969 0.04 -0.01 0.03
H -0.7256 5.4119 4.1514 -0.06 0.02 0.14
H -1.6855 6.3910 2.1002 -0.07 0.13 0.05
H -1.2200 5.4299 -0.0709 -0.04 0.01 -0.05
H 0.1739 0.6265 -1.8973 0.07 0.13 -0.58
H -0.7995 -0.2210 -3.9837 0.00 -0.04 0.03
H -1.6984 1.3536 -5.6675 -0.05 -0.05 -0.07
H -1.6370 3.7790 -5.2070 -0.06 0.08 -0.11
H -0.7339 4.6325 -3.1466 0.01 0.10 0.03
Se 2.8107 -3.5259 6.5289 -0.09 0.05 -0.09
N 1.6833 -2.1982 6.3636 -0.88 1.01 0.03
C 1.4589 -1.9678 5.0821 0.71 -0.89 0.84
C 0.5744 -0.9639 4.5668 -0.41 0.61 -0.55
C -0.2287 -0.1775 5.3987 0.01 0.04 -0.41
C -1.0720 0.7517 4.8263 0.13 -0.14 -0.09
C -1.0749 0.8805 3.4384 -0.43 0.23 0.41
N -0.3134 0.1556 2.6391 0.03 -0.17 0.33
C 0.4995 -0.7699 3.1686 0.01 -0.06 1.22
C 1.2767 -1.6022 2.2666 0.64 -0.97 0.19
N 1.1809 -1.3765 0.9482 0.23 -0.32 0.26
C 1.8287 -2.1730 0.1148 0.23 -0.42 -0.20
C 2.6207 -3.2423 0.5290 -0.15 0.06 0.15
C 2.7571 -3.4764 1.8814 -0.36 0.32 -0.16
C 2.0717 -2.6506 2.7775 -0.18 0.13 -0.89
C 2.1762 -2.8246 4.1959 0.23 -0.48 1.20
N 2.9332 -3.7243 4.7961 0.18 -0.26 -1.27
H -0.1750 -0.3235 6.4648 0.00 -0.01 0.17
H -1.7089 1.3727 5.4345 -0.11 0.08 0.00
H -1.7267 1.6019 2.9560 0.01 0.03 0.05
H 1.7057 -1.9641 -0.9412 0.05 -0.02 -0.06
H 3.1076 -3.8765 -0.1952 0.03 0.02 -0.11
H 3.3560 -4.2823 2.2722 0.12 -0.12 0.03

***

(5)
10
Properties=species:S:1:pos:R:3:forces:R:3 method="wB97M-V/def2-TZVPD" max_force_ev_per_a=1.7 e_homo_ev=-3.80 total_charge=-1 e_above_lowest_ev=0.080 e_tot_ev=-13796.88476 gap_ha=0.2730 lumo_ev=3.6
I 0.1414 2.1047 3.5803 -0.02 -0.09 -0.13
O 1.2217 -1.0170 -1.4634 -0.64 0.23 0.23
C 0.4654 -0.4534 -0.6616 1.57 -0.43 -0.44
N 0.9699 0.2415 0.3775 -0.58 -0.13 -0.14
C -1.0186 -0.4604 -0.8170 -0.43 0.31 -0.11
H 1.9678 0.2916 0.4495 0.11 -0.04 0.16
H 0.4058 0.6218 1.1274 0.09 0.23 0.14
H -1.3451 0.5820 -0.7986 -0.26 -0.13 0.20
H -1.5034 -1.0234 -0.0204 -0.01 0.15 0.11
H -1.3048 -0.8874 -1.7737 0.18 -0.11 -0.02

***

(6)
43
Properties=species:S:1:pos:R:3:forces:R:3 method="wB97M-V/def2-TZVPD" max_force_ev_per_a=2.0 e_homo_ev=-9.14 total_charge=0 e_tot_ev=-25700.36181 gap_ha=0.3489 lumo_ev=0.4
H 1.3623 6.7573 -2.8982 0.04 0.10 -0.07
N 1.9932 6.1741 -2.3503 0.71 0.27 -0.28
C 1.3315 5.3162 -1.7132 -0.68 0.21 -0.12
C -0.1688 5.2070 -1.7841 -0.16 -0.25 0.22
B -0.6264 3.9615 -2.6463 -0.80 -0.54 -0.60
N -0.8537 2.6548 -2.0946 1.14 1.63 0.14
C 0.1218 1.8492 -2.0635 -0.29 -0.72 0.75
C 0.1085 0.7217 -1.0610 -0.14 -0.32 -1.49
C 1.3090 1.8903 -3.0055 0.06 -0.23 0.61
H 1.8882 4.6324 -1.0843 -0.01 -0.28 0.21
H -0.5500 6.0972 -2.2728 0.04 0.27 -0.16
H -0.5943 5.2145 -0.7832 0.01 -0.34 0.24
H -0.7927 4.1366 -3.8238 -0.09 0.06 0.01
H 0.5779 -0.1300 -1.5445 0.21 -0.33 0.32
H 0.6726 0.9848 -0.1754 0.05 0.04 0.23
H -0.9118 0.4458 -0.8462 -0.20 0.09 0.46
H 1.9241 2.7803 -2.9081 -0.12 0.30 -0.18
H 0.9295 1.7636 -4.0120 0.03 0.28 -0.33
H 1.9530 1.0461 -2.7943 0.23 -0.15 -0.02
O -0.7052 -1.9960 0.1318 0.12 -0.01 0.23
C 0.0813 -2.7546 -0.3545 -0.32 0.00 -0.20
C -0.2214 -4.0623 -1.0589 0.45 -0.26 0.17
C 1.1458 -4.7416 -1.0920 -0.12 -0.08 -0.05
C 2.0894 -3.5480 -1.1196 0.10 -0.15 -0.07
O 1.4148 -2.5168 -0.3757 -0.01 -0.03 0.05
H -0.5943 -3.8406 -2.0600 -0.09 0.02 0.03
H -0.9585 -4.6356 -0.5045 -0.19 0.15 -0.09
H 1.2867 -5.4191 -1.9316 0.03 0.06 -0.03
H 1.2953 -5.3104 -0.1731 0.03 0.01 -0.01
H 2.2673 -3.1819 -2.1331 -0.03 0.01 0.00
H 3.0469 -3.7576 -0.6494 -0.01 0.16 0.08
O -2.9379 -0.0493 6.1689 -0.11 0.08 -0.12
C -2.4468 -0.6363 5.2509 0.04 -0.13 0.32
C -1.0569 -1.2419 5.1894 0.10 0.10 -0.54
C -0.8672 -1.4800 3.6929 0.12 -0.03 0.13
C -2.2976 -1.6983 3.2251 0.09 -0.04 -0.20
O -3.1072 -0.8841 4.0940 0.06 0.02 0.00
H -1.0582 -2.1738 5.7568 0.00 0.05 0.09
H -0.3212 -0.5561 5.5991 -0.07 -0.06 0.24
H -0.2064 -2.3108 3.4535 -0.06 -0.03 -0.03
H -0.4594 -0.5829 3.2255 -0.01 -0.02 -0.05
H -2.6158 -2.7383 3.3310 0.00 0.01 0.04
H -2.4475 -1.3871 2.1950 -0.14 0.05 0.04

***

(7)
83
Properties=species:S:1:pos:R:3:forces:R:3 method="wB97M-V/def2-TZVPD" max_force_ev_per_a=8.6 e_homo_ev=-4.39 total_charge=-1 e_tot_ev=-114200.59860 gap_ha=0.2319 lumo_ev=1.9
C 1.7061 2.8275 -0.7865 0.19 -0.80 -0.16
C 1.0081 1.4700 -1.4674 0.33 0.90 1.05
O 2.0937 0.4856 -1.5938 -2.10 0.66 -0.82
C 2.2393 -0.0166 -2.9694 -0.14 -1.34 -0.50
In 3.6106 1.2067 -4.3003 0.04 -0.66 -0.41
C 3.8685 3.3682 -3.6745 -0.32 2.18 0.34
C 2.7498 4.4071 -4.2750 5.64 5.82 -1.94
O 3.2103 5.5745 -4.7993 -3.73 -7.21 2.87
Br 0.7722 4.1000 -4.2924 1.31 0.05 -0.01
H 2.8851 2.6583 -0.7873 -2.66 0.39 -0.15
H 1.3844 2.8854 0.3404 0.45 0.22 -2.20
H 1.4290 3.7827 -1.4148 0.55 -1.79 1.55
H 0.4622 1.7412 -2.4667 1.37 -0.63 1.66
H 0.1742 1.0875 -0.7199 1.72 0.58 -1.49
H 1.1959 -0.1133 -3.5133 1.79 -0.09 1.27
H 2.7377 -1.0972 -2.8728 -1.28 2.15 -0.16
H 5.2900 0.4813 -4.3434 -0.44 0.30 0.15
H 2.9243 1.0660 -5.9921 0.15 0.23 0.49
H 4.9237 3.7441 -4.0859 -2.55 -0.46 0.75
H 3.9038 3.5483 -2.5043 -0.37 -0.49 -2.37
C -0.0904 -0.4791 3.2698 -0.11 -0.16 0.20
C 0.0187 0.0545 1.8565 0.22 0.11 0.36
O -0.7121 1.2663 1.7378 -0.20 0.43 0.11
H -1.1380 -0.6558 3.5345 0.23 -0.04 -0.16
H 0.4639 -1.4157 3.3770 0.03 0.06 0.08
H 0.3016 0.2471 3.9895 0.16 -0.08 -0.06
H -0.3941 -0.6645 1.1428 -0.01 0.24 -0.02
H 1.0623 0.2462 1.5888 0.02 -0.23 -0.11
H -0.3323 1.9007 2.3695 -0.18 -0.33 -0.40
C -0.3644 6.6848 -8.2131 -0.03 0.26 -0.05
C -0.8603 5.2538 -8.1898 0.47 0.04 0.24
O 0.2226 4.3616 -8.4088 0.09 -0.08 0.00
H 0.1090 6.9124 -9.1738 -0.13 -0.06 0.07
H -1.1880 7.3857 -8.0503 0.08 0.03 0.02
H 0.3932 6.8450 -7.4390 -0.15 -0.02 0.02
H -1.6007 5.0923 -8.9788 0.14 -0.14 0.05
H -1.3234 5.0145 -7.2277 -0.18 0.12 -0.01
H 0.8705 4.5071 -7.6982 -0.27 -0.18 -0.27
C -4.1745 -0.8595 1.4130 0.05 0.02 -0.25
C -4.0958 -1.9348 2.4768 -0.18 0.35 -0.11
O -3.2148 -1.5279 3.5135 0.03 0.03 0.44
H -3.1830 -0.6599 0.9936 -0.14 -0.07 0.05
H -4.8464 -1.1597 0.6040 0.03 0.08 0.05
H -4.5351 0.0821 1.8398 -0.06 -0.10 -0.05
H -3.7143 -2.8675 2.0509 0.07 0.10 0.21
H -5.0812 -2.1310 2.9103 -0.07 -0.13 -0.14
H -3.5669 -0.7035 3.8906 0.24 -0.42 -0.19
C -2.9183 4.8213 -12.0488 -0.05 0.25 -0.07
C -3.4142 3.3903 -12.0256 0.35 0.10 0.18
O -2.3313 2.4981 -12.2445 0.20 -0.17 0.10
H -2.4448 5.0488 -13.0095 -0.13 -0.06 0.09
H -3.7419 5.5221 -11.8861 0.09 0.02 0.02
H -2.1607 4.9814 -11.2748 -0.14 0.00 0.00
H -4.1546 3.2287 -12.8146 0.18 -0.14 0.06
H -3.8773 3.1510 -11.0635 -0.19 0.12 -0.01
H -1.6834 2.6436 -11.5340 -0.29 -0.11 -0.35
C -0.1375 -4.5007 2.2005 0.15 -0.05 -0.15
C -0.9674 -5.0413 3.3465 0.03 0.27 -0.25
O -0.9300 -4.1373 4.4410 -0.01 0.22 0.16
H 0.9003 -4.3493 2.5151 -0.13 -0.10 -0.03
H -0.1522 -5.1883 1.3502 0.02 0.12 0.01
H -0.5163 -3.5270 1.8733 -0.05 -0.11 -0.04
H -0.5723 -6.0037 3.6849 -0.09 0.16 0.13
H -2.0094 -5.1832 3.0438 0.02 -0.17 -0.09
H -1.2907 -3.2884 4.1325 0.07 -0.26 0.28
C 1.1991 -5.3612 7.8787 0.21 0.00 0.11
C 0.0274 -6.2631 7.5502 -0.09 0.43 -0.24
O -1.0408 -5.4953 7.0155 0.01 -0.14 0.03
H 0.9028 -4.5933 8.6007 0.01 -0.19 -0.03
H 2.0295 -5.9373 8.2964 0.02 0.12 -0.02
H 1.5483 -4.8379 6.9826 0.02 -0.12 0.06
H -0.3324 -6.7672 8.4520 -0.09 0.06 -0.14
H 0.3121 -7.0258 6.8189 0.16 -0.17 0.11
H -0.7135 -5.0585 6.2105 -0.37 0.07 0.12
C 2.0181 -3.6071 11.7715 0.01 -0.19 0.19
C 2.7764 -2.4517 11.1516 -0.34 -0.11 -0.12
O 2.6713 -2.5062 9.7365 -0.15 0.10 -0.25
H 2.4122 -4.5632 11.4116 0.03 0.16 0.07
H 2.0930 -3.5822 12.8623 -0.07 -0.04 -0.06
H 0.9607 -3.5723 11.4897 0.05 0.07 0.10
H 3.8363 -2.5027 11.4176 -0.11 0.05 -0.22
H 2.3798 -1.4919 11.4964 0.08 0.01 0.22
H 1.7270 -2.4518 9.5103 0.52 -0.03 0.06

***

(8)
12
Properties=species:S:1:pos:R:3:forces:R:3 method="wB97M-V/def2-TZVPD" multiplicity=3 max_force_ev_per_a=2.3 e_homo_ev="-1.30 / -4.61" total_charge=-1 e_above_lowest_ev=0.663 e_tot_ev=-15361.61788 gap_ha="0.1282 / 0.2670" lumo_ev="2.2 / 2.7"
C 0.6737 2.9638 0.7181 -0.47 -0.50 -0.94
C 0.7499 1.6009 0.0981 -0.09 -0.24 -0.01
O 0.1754 0.6673 0.9987 0.07 1.45 0.42
C 0.1623 -0.6305 0.6345 -0.29 -1.86 -0.32
O -0.3919 -1.4215 1.4366 -0.05 1.36 0.60
O 0.6700 -0.9861 -0.4530 0.38 1.37 -0.24
O 1.0511 3.9973 0.0701 0.12 0.78 -1.41
Ag 0.0880 -3.1665 0.1117 -0.01 -1.75 -0.43
H -0.0290 3.1149 1.5538 1.03 0.10 0.21
H 1.8005 1.3468 -0.1138 -0.10 0.06 -0.11
H 0.2054 1.5860 -0.8616 0.21 -0.02 0.18
H 2.0135 4.0834 -0.8778 -0.79 -0.76 2.05